DFT (ωB97M-V with the def2-TZVPD basis set) results for 2 unconnected molecules or ions with the total composition C14H22INO8PS.

Calculated values
LUMO	-5.231	eV
calculated total energy	-60963.000	eV

The geometry in ORCA input format:
```
! RIJCOSX wB97M-V def2-TZVPD def2/J DEFGRID3
* xyz 1 1
O -1.11152 0.00700 -5.16199
C -1.63572 -0.50131 -4.22191
I -3.49429 0.30096 -3.47565
C -1.08502 -1.70084 -3.44735
C 0.42158 -1.77056 -3.45225
C 1.14964 -0.71558 -2.91351
C 0.47429 0.53031 -2.36798
O 0.50124 1.53144 -3.03913
O -0.15970 0.49075 -1.18751
C 2.51872 -0.75103 -2.85564
C 3.15744 -1.83442 -3.34473
N 2.45946 -2.81453 -3.88855
C 1.12881 -2.81614 -3.95455
P 0.37569 -4.29999 -4.70845
O 1.49877 -4.73832 -5.76957
O -0.93541 -3.96403 -5.54581
S 0.15645 -5.62660 -3.35608
H -1.39177 -1.57603 -2.40588
H -1.57413 -2.61589 -3.77447
H -0.07989 -0.38869 -0.79048
H 3.03969 0.07957 -2.40478
H 4.23032 -1.94847 -3.31868
H 2.95489 -3.62412 -4.25393
H 1.39131 -5.68415 -5.95276
H -0.77549 -3.25081 -6.18719
C -0.88869 2.73950 0.97563
O -1.25828 2.43047 2.29978
C -1.50694 1.04908 2.48537
C -1.22351 0.62930 3.91175
O 0.15927 0.48564 4.20697
C 0.92888 1.67779 4.32088
C 0.66057 2.46700 5.58405
O -0.56294 3.17602 5.48267
C -1.18116 3.37555 6.73713
H -1.71403 2.53071 0.28506
H -0.64451 3.79910 0.93160
H -0.00297 2.16825 0.67990
H -0.88031 0.45391 1.80721
H -2.56474 0.86282 2.25472
H -1.64749 -0.36823 4.05107
H -1.71617 1.28892 4.62646
H 0.82727 2.30170 3.43156
H 1.96776 1.34118 4.35908
H 1.46616 3.19746 5.73431
H 0.63730 1.77859 6.43626
H -1.36502 2.41797 7.23708
H -2.13886 3.86189 6.56240
H -0.56699 4.01686 7.37790
*
```